This record from OMol25 describes a structure of composition C29H30BrFeN6O2S. The level of theory is the ωB97M-V functional and the def2-TZVPD basis.

Calculated total energy   -5837.951055 a.u.
Energy relative to the best compared isomer or geometry (same formula, charge and spin)   0.0 kcal/mol
E_HOMO   -10.706 eV
Charge   +1

Positions of all 70 atoms, in Å:
Fe (0.641098, 0.159693, -1.099016)
O (-1.242632, 3.355081, 0.419645)
C (-0.542726, 2.370367, 0.181022)
N (-0.742795, 1.413056, -0.715099)
C (-1.855837, 1.477221, -1.626904)
C (-1.839373, 0.224702, -2.463742)
C (-2.901793, -0.112337, -3.290359)
C (-2.827433, -1.253898, -4.065041)
C (-1.685813, -2.038189, -3.992788)
C (-0.671992, -1.645717, -3.144567)
N (-0.738770, -0.541325, -2.389926)
C (0.781735, 2.160172, 0.883383)
C (1.154864, 2.934238, 1.965064)
C (2.407805, 2.739192, 2.524718)
C (3.249391, 1.792044, 1.962081)
C (2.800560, 1.055802, 0.877753)
N (1.584844, 1.220264, 0.352407)
H (-1.786439, 2.346484, -2.299975)
H (-2.815713, 1.584122, -1.112198)
H (-3.774595, 0.526325, -3.318394)
H (-3.646012, -1.529482, -4.716249)
H (-1.578017, -2.937631, -4.581296)
H (0.237035, -2.226178, -3.059068)
H (0.453724, 3.670951, 2.333016)
H (2.728785, 3.323034, 3.377248)
H (4.242681, 1.618748, 2.351157)
H (3.429206, 0.309413, 0.409953)
C (-2.358997, -2.040037, 3.042047)
C (-1.193843, -2.126112, 2.099254)
C (-0.310413, -3.199330, 2.104853)
C (0.752170, -3.248425, 1.211543)
C (0.870046, -2.189579, 0.343707)
Br (2.246547, -2.038340, -0.962504)
N (0.051934, -1.150982, 0.309748)
C (-0.964918, -1.116342, 1.170542)
H (-2.347524, -2.861054, 3.755753)
H (-3.302011, -2.079732, 2.495660)
H (-2.340809, -1.103198, 3.599093)
H (-0.449452, -4.007407, 2.811947)
H (1.452802, -4.069846, 1.193851)
H (-1.602030, -0.242735, 1.101265)
C (2.649860, 6.038187, 0.592901)
C (2.754789, 4.958959, -0.477665)
C (1.438321, 4.847751, -1.237871)
N (1.258597, 3.578593, -1.965922)
C (2.122844, 2.804152, -2.599175)
S (1.781889, 1.160867, -2.903346)
N (3.323346, 3.272820, -3.043105)
C (3.763157, 4.547549, -3.482217)
O (4.945871, 4.768515, -3.459200)
C (2.758330, 5.510230, -3.993817)
C (1.637830, 5.096001, -4.707014)
C (0.747737, 6.040649, -5.191679)
C (0.970530, 7.390891, -4.953644)
C (2.099048, 7.804161, -4.257060)
C (3.002162, 6.865194, -3.788271)
H (3.594961, 6.157847, 1.121672)
H (1.876673, 5.791430, 1.322862)
H (2.392468, 7.003584, 0.153083)
H (2.987458, 3.992063, -0.020608)
H (3.586078, 5.198319, -1.141271)
H (1.302600, 5.690414, -1.916603)
H (0.609329, 4.863361, -0.528741)
H (0.370048, 3.122053, -1.819822)
H (4.035803, 2.563519, -3.148895)
H (1.469372, 4.043720, -4.901836)
H (-0.117568, 5.725837, -5.759322)
H (0.268168, 8.125295, -5.325077)
H (2.277500, 8.857470, -4.088273)
H (3.897902, 7.164754, -3.259702)

Cartesian forces, eV/Å:
-0.018 0.040 0.079
-0.011 0.019 0.019
0.016 -0.077 0.021
0.045 0.084 -0.203
-0.009 -0.005 0.038
-0.045 0.014 -0.010
-0.001 0.006 -0.012
-0.017 0.014 0.002
0.020 -0.011 0.003
0.007 -0.002 -0.003
0.021 -0.074 -0.009
-0.028 0.002 -0.021
0.004 -0.002 0.015
-0.007 -0.013 -0.009
0.002 0.010 -0.006
-0.001 0.013 -0.002
0.056 -0.039 0.016
-0.011 -0.005 0.022
0.002 -0.013 0.016
0.000 0.001 0.001
0.000 -0.001 0.000
0.001 0.000 0.000
-0.001 0.002 -0.002
-0.002 0.002 -0.004
0.001 0.003 -0.003
-0.002 -0.003 0.001
-0.001 -0.003 0.001
0.001 0.001 0.001
-0.006 0.009 -0.001
0.004 -0.004 -0.003
-0.005 0.000 0.009
0.016 0.003 -0.021
-0.025 0.009 0.011
-0.034 -0.024 0.028
0.015 -0.002 -0.003
0.001 0.001 0.001
0.000 -0.002 0.000
-0.001 0.001 -0.002
-0.001 0.000 0.001
0.001 0.001 -0.002
-0.007 -0.003 0.008
-0.007 0.012 -0.002
0.012 -0.019 0.025
0.030 -0.055 -0.068
0.063 0.002 -0.056
-0.027 0.106 -0.009
-0.032 0.010 0.022
0.039 -0.021 -0.045
0.013 0.044 0.118
0.006 -0.006 -0.044
-0.014 -0.021 -0.008
-0.011 -0.018 0.037
-0.011 0.017 0.002
0.000 -0.014 -0.014
0.006 -0.003 0.005
-0.006 0.012 -0.004
-0.004 -0.004 0.000
0.002 0.009 0.002
0.005 0.000 -0.005
-0.010 0.020 0.008
-0.016 -0.008 0.001
0.001 0.013 -0.014
0.002 0.011 0.006
-0.016 -0.026 0.058
-0.009 -0.005 0.001
0.001 -0.006 0.007
0.000 0.000 0.000
0.000 0.000 -0.001
0.000 0.000 0.001
0.000 0.002 -0.002

Per-atom Löwdin charges, elementary charge units: Fe 0.100; O 0.039; C -0.532; N -0.073; C -0.128; C -0.223; C -0.002; C -0.037; C -0.039; C -0.108; N 0.007; C -0.172; C 0.005; C -0.036; C -0.036; C -0.105; N 0.039; H 0.138; H 0.137; H 0.126; H 0.118; H 0.114; H 0.084; H 0.129; H 0.120; H 0.115; H 0.090; C -0.029; C -0.224; C 0.006; C -0.057; C -0.649; Br 0.927; N -0.035; C -0.028; H 0.084; H 0.093; H 0.092; H 0.128; H 0.118; H 0.135; C -0.083; C -0.222; C -0.135; N 0.074; C -0.743; S 0.768; N 0.118; C -0.408; O 0.131; C -0.177; C -0.030; C -0.059; C -0.061; C -0.057; C -0.018; H 0.081; H 0.069; H 0.083; H 0.098; H 0.096; H 0.117; H 0.118; H 0.095; H 0.139; H 0.117; H 0.110; H 0.111; H 0.112; H 0.127

=====

This record from OMol25 describes a structure of composition C29H30FFeN4O4. The level of theory is the ωB97M-V functional and the def2-TZVPD basis.

Spin multiplicity   5
Calculated total energy   -3006.886884 a.u.
Energy relative to the best compared isomer or geometry (same formula, charge and spin)   0.0 kcal/mol
E_HOMO (alpha / beta)   -4.179 / -4.305 eV
Charge   -1

Positions of all 69 atoms, in Å:
Fe (1.334935, -0.023630, 0.685811)
O (-0.290741, 3.791757, -0.480558)
C (0.133233, 2.750486, 0.025096)
O (0.806588, 1.822232, -0.512563)
C (-0.095163, 2.538655, 1.525697)
C (-0.729503, 3.434619, 2.372624)
C (-0.760411, 3.146580, 3.731139)
C (-0.167224, 1.985599, 4.211860)
C (0.428317, 1.134034, 3.296903)
N (0.448758, 1.427236, 2.003222)
C (1.120668, -0.188141, 3.633115)
O (1.170929, -0.533005, 4.808103)
O (1.596266, -0.783410, 2.609779)
H (-1.167609, 4.327739, 1.950014)
H (-1.244983, 3.830536, 4.418024)
H (-0.159782, 1.719670, 5.259305)
C (-0.149834, 1.596254, -3.582732)
C (-0.370972, 0.208338, -2.980986)
C (-0.641387, -0.816744, -4.087420)
C (-1.479436, 0.208680, -1.945526)
C (-2.695426, 0.813789, -2.237841)
C (-3.721209, 0.852138, -1.308127)
C (-3.524004, 0.298689, -0.054644)
C (-2.321164, -0.317365, 0.278241)
C (-2.129706, -0.911601, 1.661799)
C (-2.755326, -0.056799, 2.763640)
C (-2.676437, -2.339703, 1.732319)
C (-1.301397, -0.392578, -0.686592)
N (-0.083890, -1.043983, -0.364864)
C (0.011506, -2.352925, -0.707597)
C (-0.981740, -3.127198, -1.349960)
C (-0.786411, -4.465976, -1.654472)
C (0.398641, -5.116733, -1.343544)
C (1.403868, -4.387163, -0.710064)
C (1.189189, -3.067384, -0.419211)
F (2.195805, -2.362565, 0.191630)
H (0.742438, 1.586734, -4.214505)
H (-0.018187, 2.339737, -2.797974)
H (-0.991229, 1.894543, -4.215291)
H (0.542559, -0.079740, -2.459948)
H (-1.570196, -0.572914, -4.612115)
H (-0.731810, -1.826018, -3.686490)
H (0.169626, -0.812041, -4.820745)
H (-2.838913, 1.276300, -3.207601)
H (-4.660646, 1.334776, -1.550262)
H (-4.314884, 0.359892, 0.683206)
H (-1.054656, -0.964484, 1.846628)
H (-3.847208, -0.108216, 2.741602)
H (-2.465436, 0.990789, 2.670921)
H (-2.431877, -0.414780, 3.743765)
H (-3.749913, -2.345622, 1.519962)
H (-2.521960, -2.757598, 2.730241)
H (-2.183112, -2.990535, 1.011431)
H (-1.919897, -2.648114, -1.599299)
H (-1.585038, -5.011136, -2.144507)
H (0.545061, -6.161798, -1.580109)
H (2.350080, -4.835774, -0.434799)
C (3.296664, 2.995734, 0.548984)
C (3.872169, 1.733994, 0.015451)
N (3.355702, 0.524754, 0.076920)
C (4.250505, -0.320825, -0.547137)
C (5.323152, 0.385495, -0.980403)
N (5.068293, 1.690237, -0.614545)
H (2.669391, 2.775605, 1.409494)
H (2.673292, 3.478237, -0.203927)
H (4.092716, 3.676413, 0.855454)
H (4.054281, -1.373766, -0.631270)
H (6.217766, 0.094491, -1.499496)
H (5.656333, 2.485502, -0.785277)

Cartesian forces, eV/Å:
-0.059 0.093 0.108
0.034 0.015 0.015
-0.002 -0.121 0.003
-0.048 0.070 -0.007
-0.002 0.023 -0.015
-0.004 -0.009 -0.024
-0.005 0.020 0.009
0.007 -0.031 -0.012
-0.058 0.022 -0.023
0.040 -0.030 -0.008
0.066 0.069 0.049
-0.032 -0.013 -0.005
0.015 -0.085 -0.021
0.002 0.007 0.004
-0.002 -0.001 0.000
0.001 -0.003 0.003
-0.039 -0.001 0.000
-0.003 -0.021 0.001
-0.011 0.019 0.018
0.018 -0.043 -0.011
-0.027 0.005 -0.007
0.011 -0.002 0.006
0.021 0.045 -0.001
-0.015 0.010 0.012
0.003 -0.001 -0.011
-0.003 -0.009 0.019
0.024 -0.012 0.021
0.002 0.010 -0.009
0.056 -0.033 -0.017
-0.042 0.008 0.010
0.007 0.037 0.028
0.006 -0.012 0.005
-0.004 -0.008 -0.004
0.002 0.004 0.009
0.037 -0.008 -0.038
-0.007 -0.010 0.002
0.015 0.008 -0.005
0.015 0.006 -0.013
0.003 0.000 -0.002
0.007 0.012 -0.002
-0.001 -0.004 -0.007
-0.003 -0.014 0.003
0.007 0.006 -0.002
0.005 0.007 0.005
-0.004 -0.004 -0.004
-0.012 -0.009 0.002
-0.026 -0.017 -0.015
-0.004 0.003 -0.004
0.004 0.019 -0.012
0.009 -0.005 -0.009
-0.005 0.002 0.000
-0.002 -0.003 0.004
0.000 -0.004 -0.009
-0.012 -0.008 -0.009
-0.004 0.004 -0.003
-0.001 -0.002 0.001
0.007 0.005 0.004
0.011 0.007 -0.020
-0.006 -0.004 0.084
-0.031 -0.013 -0.130
0.028 0.001 0.052
-0.025 0.002 -0.039
0.025 0.005 0.005
0.012 0.013 -0.009
-0.007 0.002 0.015
0.006 0.000 0.004
0.001 -0.015 0.001
0.002 -0.005 -0.009
-0.003 0.000 0.009

Per-atom Löwdin charges, elementary charge units: Fe 0.837; O 0.011; C -0.628; O -0.087; C -0.167; C 0.002; C -0.057; C -0.006; C -0.180; N 0.100; C -0.613; O 0.025; O -0.093; H 0.114; H 0.101; H 0.115; C -0.071; C -0.371; C -0.060; C -0.142; C -0.041; C -0.086; C -0.047; C -0.134; C -0.363; C -0.070; C -0.047; C -0.201; N -0.023; C -0.241; C -0.055; C -0.119; C -0.132; C -0.041; C -0.202; F 0.003; H 0.074; H 0.061; H 0.067; H 0.117; H 0.075; H 0.059; H 0.072; H 0.104; H 0.092; H 0.100; H 0.106; H 0.069; H 0.067; H 0.082; H 0.080; H 0.079; H 0.063; H 0.113; H 0.094; H 0.083; H 0.109; C 0.010; C -0.355; N 0.058; C -0.110; C -0.092; N 0.092; H 0.077; H 0.088; H 0.081; H 0.096; H 0.101; H 0.152

=====

This record from OMol25 describes an isolated molecule of C29H30N2O5. The level of theory is the ωB97M-V functional and the def2-TZVPD basis.

Calculated total energy   -1608.854877 a.u.
Energy relative to the best compared isomer or geometry (same formula, charge and spin)   19.4 kcal/mol
E_HOMO   -8.891 eV
SMILES   COC(=O)[C@H](Cc1ccccc1)NC(=O)[C@@H]1C[C@H]1[C@@H](NC(=O)OCc1ccccc1)c1ccccc1

Positions of all 66 atoms, in Å:
C (7.540023, 2.057983, -0.125596)
O (6.131424, 2.193568, -0.278864)
C (5.404072, 1.106805, -0.031114)
O (5.861623, 0.044760, 0.304142)
C (3.918378, 1.384445, -0.170240)
C (3.441130, 2.156988, 1.087257)
C (1.959059, 2.391050, 1.005273)
C (1.460262, 3.503256, 0.340853)
C (0.096219, 3.699205, 0.228115)
C (-0.785602, 2.781922, 0.773827)
C (-0.299035, 1.664455, 1.430399)
C (1.067293, 1.472140, 1.542791)
N (3.213421, 0.138167, -0.307377)
C (2.142842, 0.000448, -1.126082)
O (1.766358, 0.884662, -1.868441)
C (1.446043, -1.312561, -1.001946)
C (0.496643, -1.717164, -2.097365)
C (-0.048573, -1.226626, -0.799836)
C (-0.765116, -2.123986, 0.202885)
N (-2.195009, -2.041498, -0.025747)
C (-2.985001, -1.251662, 0.734534)
O (-2.653917, -0.724835, 1.768185)
O (-4.217683, -1.165195, 0.182856)
C (-5.127730, -0.267699, 0.806752)
C (-5.186390, 1.065894, 0.104769)
C (-6.358608, 1.810923, 0.140211)
C (-6.421831, 3.047429, -0.476089)
C (-5.315876, 3.550880, -1.140708)
C (-4.146433, 2.812637, -1.182474)
C (-4.081267, 1.577667, -0.560599)
C (-0.263862, -3.546188, 0.176714)
C (-0.741220, -4.475942, -0.738755)
C (-0.233843, -5.763670, -0.762677)
C (0.762022, -6.137708, 0.122497)
C (1.242884, -5.219024, 1.039627)
C (0.730514, -3.934201, 1.066912)
H (7.919399, 1.283058, -0.794064)
H (7.784111, 1.786129, 0.903123)
H (7.966987, 3.024652, -0.378202)
H (3.715656, 1.986421, -1.061398)
H (3.980746, 3.103702, 1.134030)
H (3.683388, 1.565069, 1.973150)
H (2.146076, 4.218489, -0.090336)
H (-0.280159, 4.570007, -0.288809)
H (-1.851407, 2.936166, 0.690370)
H (-0.985810, 0.944650, 1.850925)
H (1.445089, 0.600413, 2.059315)
H (3.543498, -0.625621, 0.262102)
H (1.980252, -2.094417, -0.478973)
H (0.433125, -2.768336, -2.333065)
H (0.432747, -1.052949, -2.946043)
H (-0.444020, -0.216356, -0.800050)
H (-0.612558, -1.707864, 1.206625)
H (-2.558116, -2.323825, -0.922081)
H (-4.815318, -0.121261, 1.849920)
H (-6.105784, -0.755714, 0.788137)
H (-7.223859, 1.418868, 0.655476)
H (-7.338355, 3.617907, -0.441463)
H (-5.367017, 4.514655, -1.625178)
H (-3.278603, 3.196224, -1.698727)
H (-3.162118, 1.011385, -0.595395)
H (-1.518434, -4.202325, -1.436887)
H (-0.616802, -6.476516, -1.478145)
H (1.158581, -7.141676, 0.100474)
H (2.015652, -5.504731, 1.737880)
H (1.099813, -3.223506, 1.792621)

Cartesian forces, eV/Å:
0.328 -0.208 0.101
-0.254 0.287 -0.100
-0.258 -0.142 -0.127
0.092 -0.032 0.058
0.034 0.109 0.072
-0.061 -0.023 -0.327
0.091 0.060 0.153
-0.001 -0.028 0.068
-0.015 0.084 -0.075
-0.099 -0.001 -0.028
-0.078 -0.072 0.043
0.032 0.084 0.030
0.453 -0.004 0.197
-0.018 -0.292 0.061
-0.174 0.213 -0.218
-0.107 0.070 -0.072
-0.026 0.040 -0.110
-0.022 0.018 0.148
0.153 0.169 0.052
-0.037 -0.174 -0.250
-0.096 -0.264 -0.135
0.034 0.288 0.302
0.060 -0.061 -0.160
-0.140 0.200 0.461
0.005 -0.145 -0.061
0.100 -0.087 0.036
-0.064 0.076 0.015
-0.028 0.091 -0.033
0.057 0.016 -0.020
-0.017 -0.087 0.052
-0.008 -0.009 0.167
0.025 0.026 0.105
-0.051 -0.041 -0.094
0.047 -0.054 0.025
0.080 -0.066 0.030
-0.073 0.034 -0.070
-0.010 0.078 0.054
0.005 0.033 -0.086
-0.040 -0.043 0.011
0.096 -0.083 0.131
0.019 -0.009 0.079
0.048 0.028 0.011
0.085 0.088 -0.053
-0.031 0.077 -0.039
-0.088 0.020 0.007
-0.070 -0.062 0.049
0.055 -0.081 0.074
-0.095 -0.046 -0.116
-0.038 -0.080 0.004
0.053 -0.092 0.075
0.027 0.117 0.011
0.085 0.028 -0.047
0.013 -0.113 -0.202
-0.046 0.093 0.044
-0.134 -0.090 -0.222
0.136 0.064 -0.006
-0.116 -0.049 0.037
-0.072 0.044 -0.002
-0.007 0.073 -0.043
0.079 0.036 -0.048
0.094 -0.046 -0.029
-0.087 0.011 -0.087
-0.031 -0.057 -0.054
0.028 -0.082 0.000
0.057 -0.025 0.064
0.028 0.094 0.085

Per-atom Löwdin charges, elementary charge units: C -0.039; O -0.022; C -0.465; O 0.124; C -0.198; C -0.073; C -0.237; C -0.039; C -0.073; C -0.080; C -0.073; C -0.045; N 0.117; C -0.456; O 0.083; C -0.128; C -0.028; C -0.166; C -0.218; N 0.143; C -0.570; O 0.088; O 0.012; C -0.118; C -0.184; C -0.044; C -0.085; C -0.091; C -0.082; C -0.032; C -0.182; C -0.043; C -0.076; C -0.088; C -0.077; C -0.040; H 0.098; H 0.099; H 0.094; H 0.164; H 0.124; H 0.130; H 0.116; H 0.102; H 0.089; H 0.086; H 0.114; H 0.147; H 0.136; H 0.101; H 0.113; H 0.141; H 0.149; H 0.151; H 0.135; H 0.134; H 0.112; H 0.102; H 0.101; H 0.105; H 0.107; H 0.111; H 0.104; H 0.102; H 0.104; H 0.117

=====

Which value of calculated total energy does entry 1 give? -5837.951055 a.u.

=====

Number 1 is which compound? C29H30BrFeN6O2S

=====

energy relative to the best compared isomer or geometry (same formula, charge and spin) of number 2 (C29H30FFeN4O4)? 0.0 kcal/mol